1.
{
  "formula": "C3H8OS2",
  "method": "ωB97M-V/def2-TZVPD",
  "symbols": ["C", "C", "C", "O", "S", "S", "H", "H", "H", "H", "H", "H", "H", "H"],
  "positions_angstrom": [[-0.75582, -1.61886, 0.78915], [0.03323, -0.09486, -1.32695], [0.25181, -0.68028, 0.01386], [-0.56688, 1.84423, 0.61054], [2.62427, 1.12704, -0.18679], [1.69865, -0.29226, 0.81901], [-1.63778, -1.21231, 0.40225], [-0.72462, -2.66467, 0.58311], [-0.53831, -1.32949, 1.92016], [-0.87998, 0.50491, -1.48717], [0.16606, -0.79827, -2.18298], [0.76837, 0.65303, -1.55996], [-0.43219, 2.04430, 1.55289], [-0.00681, 2.51750, 0.05288]],
  "total_energy_ev": -26957.0642,
  "multiplicity": 1
}

---

2.
{
  "formula": "C38H47BrCl13N2O4P",
  "method": "ωB97M-V/def2-TZVPD",
  "symbols": ["C", "O", "C", "C", "C", "C", "C", "C", "C", "C", "C", "C", "C", "C", "C", "Cl", "C", "C", "C", "C", "Br", "C", "O", "C", "C", "C", "C", "C", "C", "C", "C", "N", "C", "C", "C", "C", "C", "C", "P", "N", "O", "C", "O", "H", "H", "H", "H", "H", "H", "H", "H", "H", "H", "H", "H", "H", "H", "H", "H", "H", "H", "H", "H", "H", "H", "H", "H", "H", "H", "H", "H", "H", "H", "H", "H", "H", "H", "H", "H", "H", "H", "H", "H", "H", "H", "H", "Cl", "C", "Cl", "Cl", "H", "Cl", "C", "Cl", "Cl", "H", "Cl", "C", "Cl", "Cl", "H", "Cl", "C", "Cl", "Cl", "H"],
  "positions_angstrom": [[5.11955, 1.04206, 2.43998], [5.94593, 1.10798, 1.29181], [5.33382, 1.83598, 0.23830], [4.37238, 0.98699, -0.60563], [5.00148, -0.37478, -0.97525], [4.77181, -1.45209, 0.09288], [3.81324, -2.57956, -0.32646], [2.32048, -2.28555, -0.12011], [1.93217, -1.99723, 1.34441], [0.76217, -2.85607, 1.84427], [0.08058, -2.28301, 3.09614], [-0.88087, -3.30107, 3.74205], [-2.40899, -3.01988, 3.59705], [-2.84682, -2.29238, 2.36020], [-2.87276, -2.87548, 1.12883], [-2.37772, -4.55334, 1.05569], [-3.26037, -2.25379, 0.00666], [-3.65716, -0.95848, 0.07182], [-3.67823, -0.34572, 1.28600], [-3.27807, -0.98450, 2.41800], [-3.29073, -0.01841, 4.06422], [-4.17800, 1.08807, 1.26191], [-4.95190, 1.53708, 2.07663], [-3.65911, 1.88467, 0.07855], [-3.61921, 1.25085, -1.13027], [-3.16515, 1.87538, -2.23576], [-2.73948, 3.16626, -2.16241], [-2.26124, 3.84285, -3.41830], [-0.71153, 3.94455, -3.51818], [0.00893, 3.78756, -2.18021], [0.22976, 2.31236, -1.78650], [0.56849, 2.23437, -0.37509], [1.33132, 3.11465, 0.26741], [1.46019, 2.82207, 1.57260], [0.69467, 1.62894, 1.71407], [0.18926, 1.29515, 0.53718], [-2.78300, 3.77683, -0.95606], [-3.21793, 3.17588, 0.19088], [-3.21191, 4.01339, 1.84713], [-3.58739, 5.68524, 1.56315], [-1.62288, 3.94197, 2.30778], [-4.07519, -0.17711, -1.13920], [-4.74889, -0.65393, -2.03382], [5.43071, 0.16306, 3.00438], [5.20170, 1.93656, 3.06461], [4.07766, 0.89557, 2.13792], [4.73839, 2.63774, 0.70145], [6.09418, 2.31612, -0.37643], [3.41521, 0.81621, -0.10775], [4.20957, 1.54163, -1.53541], [4.71850, -0.69101, -1.98124], [6.07788, -0.18118, -1.02357], [5.74228, -1.91037, 0.29741], [4.40417, -1.02440, 1.02535], [4.06743, -3.47368, 0.25995], [4.04968, -2.83025, -1.36577], [2.08198, -1.38800, -0.70566], [1.76156, -3.11780, -0.55511], [2.81304, -2.20555, 1.95693], [1.64298, -0.94892, 1.44026], [0.03041, -3.09079, 1.07027], [1.20364, -3.80634, 2.16441], [0.89194, -2.13672, 3.81801], [-0.35159, -1.29292, 2.92902], [-0.71726, -4.32102, 3.40785], [-0.66363, -3.30146, 4.81248], [-2.89363, -4.00053, 3.54633], [-2.81522, -2.55533, 4.48773], [-3.27431, -2.75406, -0.95127], [-3.14917, 1.34409, -3.17916], [-2.61051, 3.28360, -4.28435], [-2.70813, 4.83110, -3.53027], [-0.25475, 3.25170, -4.23811], [-0.47399, 4.94453, -3.88840], [-0.42755, 4.36647, -1.37244], [1.01474, 4.19589, -2.31052], [1.10793, 1.98086, -2.34903], [-0.61774, 1.68476, -2.04107], [1.82567, 3.97755, -0.14846], [2.00952, 3.35999, 2.31822], [0.55873, 1.06332, 2.62157], [-0.41622, 0.43521, 0.30789], [-2.44584, 4.80765, -0.90989], [-4.55566, 5.80546, 1.83988], [-3.05413, 6.20365, 2.25820], [-1.07054, 4.15491, 1.53658], [7.25897, -4.29285, -2.09302], [6.16710, -5.49155, -1.39735], [5.72348, -5.04355, 0.25033], [4.72833, -5.68248, -2.40321], [6.68303, -6.44168, -1.36334], [1.69531, -5.54883, 4.55945], [0.63668, -6.77450, 5.26255], [0.17644, -6.33029, 6.90646], [-0.79639, -7.02090, 4.26008], [1.18211, -7.70780, 5.30387], [-0.54687, 3.34708, -8.88789], [-1.66443, 3.39415, -7.52674], [-1.07958, 2.38014, -6.20283], [-1.90575, 5.05364, -6.97479], [-2.61833, 3.00378, -7.85630], [-6.89259, -1.81736, -4.73778], [-7.76062, -1.52950, -3.23115], [-9.13233, -0.44882, -3.49614], [-8.29674, -3.05269, -2.51824], [-7.07914, -1.05209, -2.53915]],
  "total_energy_ev": -293460.6195,
  "multiplicity": 1,
  "smiles": "COCCCCCCCCCCCc1c(Cl)cc2c(c1Br)C(=O)c1c(cc(CCCCn3cccc3)cc1P(N)O)C2=O.ClC(Cl)Cl.ClC(Cl)Cl.ClC(Cl)Cl.ClC(Cl)Cl"
}

---

3.
{
  "formula": "C19H27AsBr2N2OPrS7Sb",
  "method": "ωB97M-V/def2-TZVPD",
  "symbols": ["Pr", "C", "C", "S", "C", "C", "S", "C", "C", "S", "H", "H", "H", "H", "H", "H", "H", "H", "H", "H", "H", "H", "S", "Sb", "S", "S", "S", "Br", "C", "C", "C", "N", "C", "C", "C", "C", "C", "Br", "C", "C", "N", "H", "H", "H", "H", "H", "H", "C", "As", "C", "C", "O", "H", "H", "H", "H", "H", "H", "H", "H", "H"],
  "positions_angstrom": [[0.20296, 0.48777, -0.83808], [3.42758, -0.98104, 1.96994], [2.11978, -1.38842, 2.64789], [0.68656, -0.34861, 2.27199], [1.20927, 1.18732, 3.07625], [0.73949, 2.39842, 2.28760], [1.51874, 2.52150, 0.64290], [4.46478, 1.05624, -0.72850], [4.75032, -0.41115, -0.44464], [3.32638, -1.33620, 0.20966], [4.25097, -1.54966, 2.40008], [3.63424, 0.08101, 2.09391], [2.23905, -1.39398, 3.73108], [1.83266, -2.39811, 2.34179], [2.29515, 1.19274, 3.12034], [0.81224, 1.18361, 4.09447], [1.00396, 3.29066, 2.85718], [-0.34321, 2.37139, 2.18990], [3.77875, 1.45833, -0.00216], [5.38662, 1.64555, -0.68283], [5.56841, -0.52157, 0.26856], [5.03074, -0.94160, -1.35410], [2.41328, -0.06481, -2.73575], [0.18226, 0.80136, -4.16655], [-1.37736, -0.50856, -3.00910], [3.83567, 1.41895, -2.40123], [0.15319, 2.66022, -2.75150], [0.61897, -7.12186, -1.23993], [0.52663, -5.24363, -1.24079], [1.54736, -4.49338, -1.76777], [1.44469, -3.11231, -1.67484], [0.40738, -2.46049, -1.13521], [-0.61291, -3.22401, -0.72633], [-0.57895, -4.61007, -0.71593], [-1.87439, -2.54292, -0.31152], [-3.08865, -3.18388, -0.52223], [-4.24562, -2.54205, -0.13317], [-5.91363, -3.35317, -0.43779], [-4.17651, -1.30853, 0.47145], [-2.92377, -0.74439, 0.61940], [-1.78767, -1.32446, 0.21753], [2.41789, -4.94828, -2.22249], [2.24930, -2.50951, -2.05715], [-1.39915, -5.18205, -0.30193], [-3.13078, -4.14729, -1.00963], [-5.06431, -0.78922, 0.80647], [-2.81530, 0.22772, 1.07217], [-1.01074, 4.69244, -0.35515], [-2.11722, 3.13797, -0.32861], [-3.35044, 3.64890, 1.04375], [-3.23639, 2.89905, -1.85865], [-1.48997, 1.65047, 0.19693], [-1.66163, 5.51545, -0.66549], [-0.17048, 4.58628, -1.01687], [-0.65647, 4.83726, 0.65740], [-3.80596, 4.60569, 0.79901], [-2.80514, 3.73165, 1.97675], [-4.12042, 2.88994, 1.14264], [-4.07002, 3.59878, -1.79845], [-3.58730, 1.87258, -1.80959], [-2.66091, 3.03598, -2.76304]],
  "total_energy_ev": -322550.9978,
  "s2": 2.002,
  "multiplicity": 3
}